[1]
Below is a cluster of 3 separate species, C22H48FN2O4P2 in total, with properties calculated with the ωB97M-V functional and the def2-TZVPD basis.

The geometry in XYZ format:
```
79
Properties=species:S:1:pos:R:3:forces:R:3
O -1.307728 -2.346565 1.748756 -0.3 0.2 -0.1
P -2.564619 -2.481974 0.991023 0.7 -0.2 0.2
P -3.862491 -0.765152 1.581032 0.2 -0.1 -0.4
F -4.539091 -1.118361 2.918134 -0.2 -0.1 0.3
C -2.794657 0.632578 1.758964 0.0 0.0 0.1
C -2.299219 1.097217 0.372195 0.1 0.0 0.0
C -3.394981 1.499295 -0.621986 -0.1 0.1 0.0
C -2.885110 2.665689 -1.468276 -0.1 0.1 -0.1
O -3.584257 2.849591 -2.680906 0.0 -0.3 -0.1
H -2.512060 -2.314820 -0.403599 -0.2 0.0 0.0
H -3.349662 -3.623374 1.215702 -0.2 0.1 -0.1
H -4.916155 -0.566232 0.685182 0.0 0.1 0.0
H -1.958794 0.286348 2.381140 -0.1 0.0 0.0
H -3.344181 1.413408 2.298268 0.1 0.0 -0.1
H -1.657900 1.961855 0.566307 0.0 0.0 0.0
H -1.652031 0.326250 -0.062128 0.0 0.1 0.1
H -4.306169 1.807462 -0.087321 0.1 0.0 -0.1
H -3.667232 0.673414 -1.291464 0.0 0.0 0.1
H -2.896100 3.582273 -0.869971 0.1 -0.1 0.0
H -1.845979 2.472144 -1.745767 -0.1 0.1 0.0
H -4.533471 2.830931 -2.531387 0.0 0.1 0.1
C 0.582960 -4.024253 -1.869365 0.0 -0.1 -0.1
C 0.107558 -5.301775 -1.173319 0.0 0.0 -0.1
C 0.328651 -5.225219 0.341123 0.0 0.0 0.1
C 1.795341 -5.347008 0.743736 0.0 0.0 -0.1
C 2.400194 -6.630767 0.179574 0.0 0.0 0.0
C 2.257832 -6.750208 -1.343447 -0.2 0.0 -0.1
N 0.805854 -6.525034 -1.683886 0.0 -0.1 0.3
O 0.080371 -7.579579 -1.668184 0.1 0.1 -0.2
C 3.181710 -5.765347 -2.064548 0.0 0.0 -0.1
C 2.615510 -8.158432 -1.804106 0.1 0.0 0.1
C -1.376158 -5.467102 -1.478384 -0.2 0.0 0.1
H 0.355527 -4.065438 -2.935282 0.0 0.0 0.0
H 0.049800 -3.174115 -1.435101 0.0 0.0 0.0
H 1.641436 -3.825520 -1.757184 0.0 0.0 0.0
H -0.232263 -6.034753 0.819744 0.0 0.0 -0.1
H -0.091728 -4.279894 0.694621 0.1 0.0 0.1
H 2.358743 -4.471995 0.408303 0.0 0.0 0.0
H 1.870289 -5.357848 1.831965 0.0 0.0 0.0
H 3.462828 -6.700709 0.424319 0.0 0.0 0.1
H 1.905681 -7.490517 0.640928 0.0 0.0 0.0
H 2.870805 -5.625232 -3.100193 0.0 0.0 0.0
H 4.187702 -6.184201 -2.068289 0.0 0.0 0.0
H 3.247954 -4.793351 -1.582832 0.0 0.0 0.0
H 2.037507 -8.913173 -1.281118 0.0 0.0 0.0
H 3.676105 -8.322446 -1.607415 0.0 0.0 0.0
H 2.437361 -8.272691 -2.873175 0.0 0.0 0.0
H -1.549981 -5.631856 -2.541020 0.0 0.0 0.0
H -1.901948 -4.548788 -1.188367 0.1 0.0 0.0
H -1.816069 -6.299775 -0.937047 0.0 0.0 0.0
C 1.077143 7.359260 -0.201448 0.0 0.0 -0.1
C 0.074284 6.491147 0.556603 0.0 -0.1 -0.1
C 0.199200 6.672554 2.075418 0.0 0.0 0.0
C 1.461125 6.048744 2.657939 0.0 0.0 0.0
C 1.552171 4.569495 2.299548 0.0 0.0 0.1
C 1.478801 4.308917 0.789948 -0.2 0.0 -0.2
N 0.258430 5.023805 0.262966 -0.1 0.1 0.3
O -0.832568 4.348239 0.262391 0.3 -0.2 0.0
C 2.760879 4.762391 0.086561 0.0 0.0 -0.1
C 1.306682 2.820051 0.516037 0.1 0.0 0.0
C -1.321406 6.889127 0.090159 0.0 0.1 0.1
H 0.929313 7.254619 -1.276901 0.0 0.0 0.0
H 0.895427 8.400323 0.065994 0.0 0.0 0.0
H 2.114781 7.143955 0.020762 0.0 0.1 0.0
H -0.677577 6.219609 2.548985 0.0 0.0 0.0
H 0.161738 7.743006 2.288921 0.0 0.0 0.1
H 2.347717 6.584853 2.310424 0.0 0.0 0.0
H 1.449519 6.155307 3.743497 0.0 0.0 0.0
H 2.482771 4.133426 2.671920 0.0 0.0 0.0
H 0.728029 4.034343 2.783452 0.0 0.0 0.0
H 2.601202 4.871028 -0.986244 0.0 0.0 0.0
H 3.524148 3.999828 0.241099 0.0 0.0 0.0
H 3.161834 5.692995 0.475481 0.0 0.0 0.0
H 0.464188 2.410517 1.063731 -0.1 0.0 0.0
H 2.212693 2.305549 0.838519 0.0 0.0 0.0
H 1.158400 2.632018 -0.548096 0.0 0.0 0.0
H -1.462920 6.647290 -0.962821 0.0 0.0 0.0
H -1.424495 7.968304 0.214885 0.0 0.0 0.0
H -2.099193 6.394348 0.664325 0.0 0.0 0.0
```
Positions in Å, forces in eV/Å.

Summary:
**Multiplicity**: 3
**Orbital gap (spin up / spin down)**: 5.584 / 6.904 eV
**Highest occupied orbital energy (spin up / spin down)**: -9.79 / -11.11 eV
**Net charge**: +1
**Molecular weight**: 485.58 g/mol
**Electronic energy**: -56048.2239 eV
**⟨S²⟩**: 2.008
**Relative energy (zero: lowest compared OMol25 entry of this formula, charge and spin)**: 0.0 kcal per mole
**LUMO level (spin up / spin down)**: -0.1546 / -0.1546 Ha

=====

[2]
Below is a structure of composition C22H49AlF12N2O27S10 at a distorted geometry, with properties calculated with the ωB97M-V functional and the def2-TZVPD basis.

The geometry in XYZ format:
```
123
Properties=species:S:1:pos:R:3:forces:R:3
Al 0.744536 -0.129779 0.481351 -0.9 -0.3 -0.5
C 4.694696 -3.704909 0.710301 0.2 2.1 -2.3
F 5.779296 -3.497229 -0.123619 -1.5 -1.2 2.6
F 3.722926 -4.215959 -0.037039 0.1 -0.1 0.2
F 4.931016 -4.486399 1.717961 0.5 0.0 0.3
S 3.885376 -1.970609 1.449101 0.2 1.4 3.4
O 2.536326 -2.389379 1.830381 0.6 0.2 -0.5
O 4.731756 -1.461409 2.605651 -2.1 -1.6 -4.1
N 3.500906 -0.878199 0.145451 -0.7 -0.4 3.7
S 4.762416 -0.911119 -0.775179 2.7 0.3 -3.3
O 6.067106 -0.940769 -0.121539 -1.8 1.2 -0.2
O 4.556776 -1.988079 -1.685619 -0.2 -0.4 -1.5
C 4.570486 0.700041 -1.886939 0.7 0.3 0.5
F 3.303226 0.922361 -2.210419 0.0 -0.7 -0.4
F 4.909186 1.705801 -1.094529 0.6 0.4 0.1
F 5.355726 0.754211 -3.011229 -1.1 -0.7 1.7
C 4.172606 2.074571 2.705801 1.0 -0.4 1.0
F 3.982336 1.337431 3.824191 0.1 0.1 -1.5
F 4.990546 3.069471 3.061101 -0.4 -0.1 -0.5
F 4.787116 1.359861 1.715511 -1.3 0.9 1.6
S 2.512706 2.829871 2.115231 0.3 0.8 -3.6
O 2.411486 4.249921 2.406971 0.1 -1.9 1.1
O 2.622386 2.680881 0.657251 -0.7 -1.8 1.2
N 1.308706 1.723211 2.766491 2.8 0.9 -2.5
S 0.759566 2.630161 3.941731 -3.9 0.8 2.7
O 1.838806 3.090781 4.792891 -0.6 -0.5 -0.5
O -0.302384 3.558171 3.554521 1.5 -1.3 0.6
C -0.157004 1.259961 4.999181 1.6 1.9 -1.1
F -0.491244 1.870231 6.114181 -0.3 0.1 0.8
F -1.243764 0.799831 4.417671 0.0 -0.4 0.0
F 0.720066 0.292121 5.267821 -0.4 -0.4 0.0
O -1.478654 -0.720799 -1.081089 1.8 0.4 -0.2
H -2.431234 -0.912139 -0.978539 0.8 0.4 0.7
O -1.860754 -0.118909 2.027861 -1.7 -1.0 0.2
S -3.247624 -0.537329 2.207991 -1.0 1.3 -1.6
O -3.782374 -0.947759 3.494421 0.9 0.5 -1.0
O -4.148154 0.753531 1.596601 1.3 -1.2 0.5
C -4.626634 1.704101 2.590721 -0.2 -1.2 0.0
C -5.455484 2.752561 1.912881 -0.1 0.2 0.5
C -3.943774 -1.740049 0.951411 0.6 1.2 1.4
H -3.800744 2.089941 3.188321 0.1 0.2 -0.2
H -5.254194 1.053741 3.200061 -0.2 0.5 0.6
H -4.901004 3.423721 1.256991 0.0 -0.2 0.1
H -5.821994 3.343101 2.752541 -0.3 0.3 -0.2
H -6.313054 2.308621 1.407301 0.1 0.0 -0.1
H -3.853924 -2.709809 1.440891 0.3 0.0 -0.6
H -3.418334 -1.563449 0.012891 -0.3 -0.7 0.5
H -4.991444 -1.446819 0.884371 0.2 0.0 0.0
O -0.427204 -2.362289 2.505831 0.6 -0.4 1.9
S -0.179834 -3.131839 3.717371 0.5 0.9 1.1
O -0.242074 -4.566209 3.627671 0.2 0.3 0.0
O 1.290566 -2.646279 4.348701 -2.3 -0.2 -0.9
C 1.990856 -3.535069 5.217621 1.6 0.3 1.3
C 3.015676 -2.713399 6.043351 0.2 1.1 -1.5
C -1.258604 -2.560269 5.110181 0.7 0.2 -0.2
H 2.586906 -4.201509 4.594191 -0.5 -0.5 0.1
H 1.382866 -4.019829 5.981471 -0.6 -0.4 -0.7
H 3.671246 -3.276859 6.707301 -0.6 -0.3 0.1
H 2.593746 -1.825819 6.514811 -0.4 -0.4 0.5
H 3.700746 -2.238809 5.340831 0.2 -0.1 -0.3
H -1.069254 -3.064409 6.057851 0.4 -0.6 -0.4
H -2.328324 -2.643539 4.918171 0.2 0.1 -0.5
H -0.930304 -1.541059 5.313981 -0.4 0.1 -0.4
O 2.904626 -1.229389 -4.312919 -1.6 -1.5 1.8
S 1.887696 -1.928879 -3.512569 -0.1 1.0 -1.0
O 1.474156 -1.391049 -2.208569 0.5 -0.7 -1.4
O 0.533036 -1.961019 -4.481949 3.8 -4.7 1.8
C -0.165384 -0.847469 -4.647249 -2.0 2.7 -1.1
C -1.513624 -1.264209 -5.197649 -1.0 0.1 -0.2
C 2.242676 -3.764959 -3.419549 0.5 1.8 0.7
H 0.363826 -0.208549 -5.354229 -0.1 0.5 0.3
H -0.338634 -0.386619 -3.674779 0.1 0.6 -0.1
H -1.555534 -2.123999 -5.866309 0.7 -0.3 0.1
H -1.967394 -0.498599 -5.826959 -0.1 0.4 0.4
H -2.168124 -1.500619 -4.358709 -0.3 0.1 -0.1
H 2.913146 -3.936659 -4.261619 -0.6 -0.4 -0.2
H 1.374116 -4.385589 -3.199289 -0.2 0.3 -0.8
H 2.858116 -3.856909 -2.524619 0.2 0.4 0.1
O -0.824974 2.562171 0.774191 -0.5 1.3 -1.1
S -1.786264 3.564411 0.315391 0.7 -1.5 1.7
O -2.562794 4.194791 1.379021 0.7 -0.2 -2.0
O -1.032754 4.681671 -0.606009 -0.8 -1.9 1.7
C -1.704584 5.955861 -0.685479 1.1 0.2 -0.8
C -0.797434 6.622951 -1.725069 -0.5 1.6 -0.2
C -2.884324 2.741891 -0.825919 0.4 -0.2 -0.5
H -1.659914 6.487941 0.264781 0.0 -0.2 0.0
H -2.744004 5.760091 -0.948889 0.0 0.5 -0.3
H -0.855334 7.711371 -1.733959 -0.4 0.2 0.5
H -1.012504 6.423961 -2.774959 0.1 -0.8 0.2
H 0.249166 6.461421 -1.466939 -0.1 -0.4 -0.1
H -3.558314 2.154921 -0.201979 -0.6 0.8 0.0
H -2.451684 1.961941 -1.452499 1.1 0.2 0.3
H -3.218124 3.462221 -1.572779 -0.8 0.1 0.5
O 0.294386 -3.207419 0.059891 -0.5 -0.2 -0.3
S -0.668284 -4.255169 -0.156399 0.0 -0.7 -0.7
O -2.027254 -4.152809 0.331251 1.0 0.3 -0.4
O -0.699044 -4.589939 -1.779009 0.9 -1.0 1.5
C -1.309204 -3.690969 -2.660659 -2.5 1.2 -0.8
C -2.835054 -3.879609 -2.670709 -0.8 -0.4 1.0
C 0.016506 -5.835439 0.431841 -1.0 0.9 -1.2
H -1.085934 -3.842799 -3.716679 1.2 -0.5 0.3
H -1.030404 -2.668279 -2.406749 0.0 0.1 0.0
H -3.148834 -4.923419 -2.660819 0.6 -0.4 -0.3
H -3.376504 -3.472759 -3.524759 0.4 0.4 0.0
H -3.321274 -3.575589 -1.743749 0.1 0.6 0.0
H 0.788186 -6.154549 -0.268719 0.4 0.4 0.5
H -0.789214 -6.560159 0.314801 -0.1 0.1 0.4
H 0.258346 -5.586699 1.465161 0.3 -0.4 -0.1
O 0.539336 1.927611 -1.762029 -0.2 0.6 -1.4
S 0.671776 2.546811 -3.065409 -0.8 1.3 -1.8
O 1.129206 1.800071 -4.227679 -0.6 0.9 1.6
O -0.836694 3.229751 -3.474989 2.3 -2.5 3.0
C -0.995854 3.912721 -4.678229 -1.1 0.1 -0.3
C -2.306164 3.370351 -5.248639 -0.7 0.4 -1.4
C 1.695546 4.043141 -2.940249 0.6 -0.5 1.0
H -0.162574 3.744521 -5.360469 0.0 0.0 -0.1
H -1.037134 4.952421 -4.353539 -0.1 0.3 -0.7
H -3.280224 3.587551 -4.810319 0.5 0.2 1.3
H -2.296484 2.287361 -5.371759 0.4 0.0 0.0
H -2.546024 3.812001 -6.215859 0.7 -0.1 -0.5
H 2.689346 3.600271 -2.874389 0.1 0.0 0.1
H 1.491906 4.569631 -2.007819 -0.2 -0.4 0.1
H 1.747496 4.808221 -3.714889 -0.7 -0.7 -0.6
```
Positions in Å, forces in eV/Å.

Summary:
**Multiplicity**: 1
**Orbital gap**: 4.237 eV
**Highest occupied orbital energy**: -9.90 eV
**Net charge**: 0
**Molecular weight**: 1349.25 g/mol
**Electronic energy**: -229413.4251 eV
**LUMO level**: -0.2082 Ha